# 1
Density functional theory data (wB97M-V/def2-TZVPD) for C37H66AsIrN2OP2SSi2 as an isolated structure.

Properties
Electronic energy = -5632.31389 hartree
Total charge = +1
Gap between HOMO and LUMO (alpha / beta) = 4.61 / 5.43 eV
Spin multiplicity = 6
<S²> = 8.789

Each line ends with the Mulliken charge.
Cartesian coordinates (Å):
Ir  -0.1296  -0.7739  -0.0376  2.561
C  2.1154  0.0563  4.6404  -1.545
C  1.9806  0.2165  3.1282  2.178
C  3.3503  0.1371  2.4507  -0.450
P  0.7078  -0.7788  2.2595  1.782
C  -0.6470  -1.0540  3.4877  0.933
C  -1.6519  -2.1202  3.0429  -1.532
C  -1.4077  0.2559  3.7307  -1.249
C  1.3677  -2.5419  1.9721  -0.132
C  2.2115  -3.1398  2.9242  -0.760
C  2.6516  -4.4566  2.7833  -1.145
C  2.2287  -5.2141  1.7006  -1.145
C  1.3798  -4.6546  0.7439  0.014
C  0.9563  -3.3184  0.8177  0.007
N  0.0936  -2.7551  -0.0327  0.601
C  -0.3615  -2.8853  -1.2932  1.619
C  0.2175  -3.7881  -2.2058  -0.719
C  -0.2549  -3.9552  -3.5090  -1.563
C  -1.3197  -3.1959  -3.9642  -0.383
C  -1.8925  -2.2400  -3.1266  -0.156
C  -1.4450  -2.0315  -1.8021  -0.461
P  -2.2800  -0.5507  -0.8750  1.602
C  -4.0468  -0.9159  -0.6574  0.888
C  -4.7829  0.2912  -0.0636  -1.509
C  -4.8310  -1.4690  -1.8384  -1.693
C  -1.9907  0.9611  -1.8444  -0.484
C  -2.7252  1.1387  -3.1640  -0.728
C  -0.4891  1.1925  -2.0581  -2.254
H  2.8798  0.7397  5.0286  0.455
H  2.4003  -0.9492  4.9506  0.259
H  1.1863  0.3077  5.1608  0.415
H  1.6385  1.2504  2.9818  -1.989
H  3.8297  -0.8353  2.5990  0.601
H  4.0252  0.8956  2.8638  0.536
H  3.2803  0.3172  1.3720  -0.411
H  -0.2148  -1.3931  4.4351  0.790
H  -2.1043  -1.8807  2.0757  0.114
H  -2.4649  -2.2103  3.7725  0.558
H  -1.1893  -3.1090  2.9652  0.193
H  -1.8981  0.6125  2.8166  0.025
H  -0.7512  1.0569  4.0851  0.203
H  -2.1859  0.1140  4.4891  0.562
H  2.5302  -2.6010  3.8017  0.178
H  3.2998  -4.8947  3.5337  0.488
H  2.5320  -6.2506  1.6027  0.426
H  1.0044  -5.2986  -0.0440  0.573
H  1.0881  -4.3656  -1.9129  0.448
H  0.2255  -4.6763  -4.1607  0.376
H  -1.6895  -3.3252  -4.9745  0.407
H  -2.7026  -1.6509  -3.5350  0.257
H  -4.0799  -1.6988  0.1122  0.574
H  -4.8378  1.1244  -0.7729  0.550
H  -4.2919  0.6568  0.8461  0.155
H  -5.8098  0.0227  0.2091  0.539
H  -4.8110  -0.8126  -2.7105  0.244
H  -5.8838  -1.6121  -1.5672  0.525
H  -4.4584  -2.4526  -2.1401  0.357
H  -2.3347  1.7791  -1.1976  1.604
H  -2.3978  0.4313  -3.9290  0.185
H  -2.5360  2.1412  -3.5670  0.585
H  -3.8075  1.0539  -3.0460  0.390
H  -0.0524  0.4422  -2.7271  0.090
H  0.0646  1.1616  -1.1124  -0.701
H  -0.3103  2.1762  -2.5069  1.979
S  -0.8479  -0.5125  -4.5482  -0.230
C  0.7358  -1.0889  -4.2290  -1.252
C  0.9382  -1.1626  -2.8671  -0.115
N  -0.1296  -0.7739  -2.0817  0.082
C  -1.1273  -0.4108  -2.8580  -1.213
H  1.4206  -1.3381  -5.0264  0.474
H  1.8520  -1.4952  -2.3899  0.235
H  -2.0731  -0.0665  -2.4606  -1.744
C  4.1063  -0.3747  -0.6768  -0.667
C  4.1063  -1.1731  0.6016  -0.875
C  2.7019  -1.7363  0.6172  -1.233
O  1.8632  -0.7739  -0.0376  0.375
C  2.7019  0.1886  -0.6923  -1.545
H  4.2499  -1.0451  -1.5325  0.426
H  4.8776  0.3988  -0.7136  0.381
H  4.2500  -0.5027  1.4572  -0.140
H  4.8776  -1.9467  0.6383  0.451
H  2.3329  -1.9192  1.6302  -0.150
H  2.6433  -2.6711  0.0494  0.755
H  2.6434  1.1233  -0.1245  -0.788
H  2.3329  0.3715  -1.7054  1.166
C  1.7181  4.6904  -0.8281  -1.233
Si  1.6098  3.3051  0.4185  0.492
C  3.2047  2.3378  0.3519  -0.419
C  1.4372  4.0023  2.1441  -0.947
As  -0.1296  1.8172  -0.0376  1.420
Si  -1.8690  3.3051  -0.4938  -0.254
C  -1.6973  4.0004  -2.2201  -0.968
C  -3.4641  2.3383  -0.4247  0.123
C  -1.9762  4.6920  0.7512  -1.267
H  2.5991  5.3222  -0.5936  0.433
H  0.8082  5.3178  -0.7785  0.239
H  1.8300  4.2652  -1.8464  0.337
H  4.0557  3.0113  0.5817  0.638
H  3.3347  1.9101  -0.6633  0.247
H  3.1704  1.5171  1.0975  -0.345
H  2.3011  4.6638  2.3596  0.362
H  1.4221  3.1682  2.8751  0.240
H  0.5018  4.5844  2.2387  0.305
H  -1.6830  3.1656  -2.9503  0.160
H  -0.7618  4.5821  -2.3158  0.324
H  -2.5611  4.6620  -2.4357  0.478
H  -3.4307  1.5168  -1.1693  -0.753
H  -4.3152  3.0118  -0.6545  0.369
H  -3.5934  1.9119  0.5911  0.401
H  -1.0662  5.3193  0.7001  0.330
H  -2.0873  4.2681  1.7702  0.342
H  -2.8573  5.3236  0.5167  0.463
H  0.8659  0.2216  0.9579  -1.722

# 2
Density functional theory data (wB97M-V/def2-TZVPD) for a 3-piece molecular cluster, C37H67N5O7 overall.

Properties
Electronic energy = -2250.38123 hartree
SMILES = CCCCCCC[C@@](C#N)(CCC(N)=O)[C@](C#N)(Cc1ccc(C)cc1)OC[C@H](C)O.COCCNCCOC.COCCNCCOC
Gap between HOMO and LUMO = 9.20 eV

Each line ends with the Mulliken charge.
Cartesian coordinates (Å):
C  -3.6393  -2.3452  -1.4682  -0.703
C  -3.9776  -1.3039  -2.5313  -0.525
C  -2.8237  -1.0204  -3.4889  -1.098
C  -1.7239  -0.1458  -2.8870  0.556
C  -2.1478  1.3184  -2.8461  -0.950
C  -1.0823  2.3029  -2.3448  -1.071
C  -0.4838  1.9286  -0.9696  -1.302
C  1.0479  1.7371  -0.9369  3.893
C  1.3927  0.7953  -2.0042  -1.310
N  1.6660  0.0362  -2.8083  -0.896
C  1.7590  3.0996  -1.1632  -1.090
C  2.5756  3.2428  -2.4452  -1.222
C  3.9414  2.6003  -2.3684  0.412
N  4.2959  1.7327  -3.3832  -0.525
O  4.6850  2.8799  -1.4462  -0.595
C  1.5178  1.0455  0.3938  0.902
C  0.9263  -0.3097  0.4087  -0.518
N  0.5187  -1.3652  0.5168  -0.702
C  1.0255  1.8544  1.6364  -0.927
C  0.8181  0.9574  2.8372  -0.395
C  -0.4691  0.7228  3.3146  -0.434
C  -0.6558  -0.1304  4.3978  -0.884
C  0.4309  -0.7508  5.0024  1.190
C  0.2306  -1.7040  6.1596  -1.499
C  1.7206  -0.4898  4.5420  -1.154
C  1.9136  0.3681  3.4631  -0.094
O  2.9254  1.0524  0.4314  0.479
C  3.6055  -0.1883  0.2926  -0.868
C  5.0955  0.1050  0.3057  0.520
C  5.8615  -1.2090  0.4086  -1.609
O  5.3261  0.8329  1.5164  -0.574
H  -2.7078  -2.1481  -0.9446  0.275
H  -3.6209  -3.3410  -1.8984  -0.105
H  -4.4466  -2.3564  -0.7364  0.345
H  -4.3739  -0.4057  -2.0594  0.328
H  -4.7958  -1.7123  -3.1259  0.346
H  -2.4164  -1.9806  -3.8046  0.401
H  -3.2163  -0.5594  -4.3961  0.438
H  -0.8568  -0.2482  -3.5317  0.143
H  -1.5016  -0.5444  -1.8988  -0.249
H  -2.3911  1.6005  -3.8685  0.406
H  -3.0333  1.4161  -2.2191  0.265
H  -0.3189  2.4890  -3.0969  0.368
H  -1.5953  3.2536  -2.2082  0.377
H  -1.0121  1.0548  -0.5930  0.764
H  -0.7021  2.7362  -0.2777  0.529
H  1.0012  3.8769  -1.1855  0.270
H  2.4155  3.3201  -0.3262  0.263
H  2.0331  2.9477  -3.3397  0.324
H  2.7891  4.3045  -2.5640  0.653
H  5.2102  1.3340  -3.2006  0.356
H  3.6392  0.9653  -3.5042  0.285
H  0.1477  2.4465  1.4191  0.781
H  1.8681  2.4999  1.8694  0.147
H  -1.2941  1.2142  2.8193  0.441
H  -1.6661  -0.3041  4.7435  0.380
H  -0.0903  -2.6755  5.7889  0.287
H  1.1802  -1.8669  6.6593  0.352
H  -0.5244  -1.3195  6.8375  0.385
H  2.5610  -0.9682  5.0206  0.352
H  2.9179  0.5499  3.1062  0.689
H  3.3749  -0.6787  -0.6533  0.272
H  3.4208  -0.8539  1.1328  0.356
H  5.3960  0.6806  -0.5655  0.236
H  5.6482  -1.8507  -0.4438  0.344
H  6.9206  -0.9812  0.4940  0.415
H  5.5741  -1.6942  1.3357  0.378
H  6.0469  1.4551  1.3860  0.349
C  4.4616  7.5244  5.2001  -0.738
O  3.4113  6.5920  5.3663  -0.327
C  2.1697  7.1689  5.7513  -0.826
C  1.1510  7.0701  4.6357  -0.058
N  1.4986  7.9414  3.5195  -0.317
C  0.7028  7.7270  2.3145  -1.126
C  0.8051  6.3741  1.6168  -0.050
O  2.0658  6.1121  1.0298  -0.425
C  3.0421  5.5640  1.9005  -0.533
H  5.3824  6.9591  5.0665  0.238
H  4.3124  8.1547  4.3165  0.305
H  4.5682  8.1630  6.0818  0.344
H  2.2978  8.2054  6.0761  0.408
H  1.8018  6.5947  6.6064  0.395
H  0.1704  7.3626  5.0225  0.390
H  1.0970  6.0149  4.3352  0.047
H  2.4739  7.8057  3.2892  0.119
H  1.0055  8.4900  1.5931  0.384
H  -0.3482  7.9176  2.5540  0.454
H  0.0921  6.3870  0.7869  0.417
H  0.5056  5.5427  2.2676  0.156
H  2.5921  4.9359  2.6739  0.209
H  3.6468  6.3465  2.3662  0.284
H  3.7137  4.9492  1.2995  0.287
C  -6.8608  -9.0969  -4.8251  -0.713
O  -6.6027  -9.0470  -3.4355  -0.341
C  -5.6706  -10.0191  -2.9772  -0.800
C  -4.3739  -9.3720  -2.5392  -0.192
N  -3.6374  -8.8344  -3.6762  -0.314
C  -2.4999  -7.9906  -3.3168  -0.885
C  -2.7713  -6.6920  -2.5629  -0.416
O  -3.4647  -5.7112  -3.3142  -0.394
C  -4.8774  -5.8455  -3.3133  -0.636
H  -7.6944  -8.4262  -5.0272  0.237
H  -5.9989  -8.7629  -5.4128  0.302
H  -7.1401  -10.1063  -5.1406  0.341
H  -5.4905  -10.7845  -3.7373  0.405
H  -6.1216  -10.5101  -2.1100  0.389
H  -3.7546  -10.1212  -2.0373  0.382
H  -4.6273  -8.5944  -1.8061  0.172
H  -4.2700  -8.2939  -4.2505  0.095
H  -1.9936  -7.7270  -4.2486  0.375
H  -1.7949  -8.5909  -2.7331  0.426
H  -1.7994  -6.2480  -2.3316  0.385
H  -3.2685  -6.8582  -1.5999  0.360
H  -5.2527  -6.2748  -2.3816  0.327
H  -5.2055  -6.4510  -4.1622  0.219
H  -5.3064  -4.8501  -3.4362  0.284

# 3
Density functional theory data (wB97M-V/def2-TZVPD) for a 11-piece molecular cluster, C37H69B2Br20FINO7S overall.

Properties
Electronic energy = -54358.52292 hartree
SMILES = CCB(O)[C@](OC[C@@H](O)N(Cc1ccccc1C)B(O)OC)([C@H](I)CC)S(=O)(=O)F.BrCCBr.BrCCBr.BrCCBr.BrCCBr.BrCCBr.BrCCBr.BrCCBr.BrCCBr.BrCCBr.BrCCBr
Gap between HOMO and LUMO = 8.44 eV
Energy relative to the best compared isomer or geometry (same formula, charge and spin) = 0.0 kJ/mol

Each line ends with the Mulliken charge.
Cartesian coordinates (Å):
C  -5.0811  1.5456  -6.2216  -1.343
C  -4.0977  1.2196  -5.0600  -0.054
B  -4.4849  1.8261  -3.6599  0.626
O  -5.4937  2.7551  -3.5571  -0.720
C  -3.7098  1.3031  -2.3002  0.365
O  -4.1595  -0.0169  -2.1288  -0.327
C  -3.6789  -0.6826  -0.9438  -0.444
C  -3.5912  -2.2301  -1.1138  -0.565
O  -3.6092  -2.6547  -2.4615  -0.672
N  -2.4974  -2.7777  -0.3073  0.541
C  -2.8139  -4.1304  0.2051  -1.602
C  -2.9462  -4.0807  1.7270  1.192
C  -4.1779  -4.2201  2.3279  -0.800
C  -4.3499  -4.1530  3.6858  -1.179
C  -3.2826  -3.9365  4.5268  0.089
C  -2.0163  -3.8088  3.9511  -0.041
C  -1.8491  -3.8919  2.5759  1.074
C  -0.4289  -3.7674  2.0532  -1.280
B  -1.1909  -2.7334  -1.0075  0.449
O  -0.3590  -1.6831  -0.7228  -0.240
O  -0.7965  -3.7200  -1.8787  -0.399
C  -0.2975  -3.2181  -3.1260  -0.578
C  -3.8992  2.2129  -1.0726  -1.688
I  -5.9195  2.1067  -0.2732  0.051
C  -3.5908  3.7006  -1.3152  0.261
C  -3.2534  4.4836  -0.0147  -0.927
S  -1.8846  1.3818  -2.7041  1.250
O  -1.1403  1.5075  -1.4975  -0.464
O  -1.5938  2.4557  -3.5983  -0.472
F  -1.5657  0.0178  -3.4482  -0.230
H  -5.4141  0.6443  -6.7469  0.358
H  -5.9698  2.1071  -5.9204  0.253
H  -4.5528  2.1556  -6.9639  0.342
H  -4.0841  0.1189  -4.9516  0.131
H  -3.0883  1.4830  -5.3971  0.302
H  -6.3261  2.3546  -3.2697  0.303
H  -4.4026  -0.4957  -0.1387  0.109
H  -2.7130  -0.3207  -0.5719  0.113
H  -4.5074  -2.6339  -0.6639  0.555
H  -3.1694  -2.0180  -3.0393  0.297
H  -3.7380  -4.5508  -0.2103  0.657
H  -2.0219  -4.8582  -0.0220  0.375
H  -5.0581  -4.3985  1.7087  0.340
H  -5.3430  -4.2451  4.1215  0.400
H  -3.4229  -3.8541  5.6136  0.039
H  -1.1265  -3.6205  4.5911  -0.232
H  -0.3078  -2.7606  1.6389  -0.015
H  -0.2422  -4.4664  1.2263  0.283
H  0.3265  -3.8954  2.8326  0.486
H  -0.6784  -1.2772  0.0938  0.200
H  -0.2519  -2.1238  -3.1682  0.093
H  0.7322  -3.5780  -3.2387  0.312
H  -0.9365  -3.5689  -3.9442  0.221
H  -3.2720  1.8955  -0.2337  1.076
H  -2.7787  3.8878  -2.0262  -0.049
H  -4.4722  4.1898  -1.7356  0.411
H  -2.2785  4.9681  -0.1115  -0.287
H  -3.3363  3.8731  0.8911  0.521
H  -3.9649  5.3148  0.0818  0.358
Br  -3.0395  -4.2337  7.7838  -0.173
C  -1.6295  -5.5650  7.8906  -0.454
C  -0.2894  -4.9104  8.0088  -0.685
Br  0.2362  -4.2014  6.2802  -0.048
H  -1.7245  -6.1936  7.0098  0.203
H  -1.8566  -6.1567  8.7762  0.408
H  0.4748  -5.6359  8.2829  0.390
H  -0.2662  -4.0855  8.7153  0.326
Br  -3.8067  6.5405  -3.5205  -0.140
C  -1.9620  7.1239  -3.7563  -0.584
C  -1.0967  6.8026  -2.5712  -0.046
Br  -1.3804  8.0211  -1.0742  -0.148
H  -1.9991  8.1847  -3.9836  0.429
H  -1.6090  6.5781  -4.6293  0.374
H  -0.0475  6.9267  -2.8314  0.365
H  -1.2565  5.7990  -2.1874  -0.225
Br  2.2028  4.4771  -3.9656  -0.141
C  1.7900  2.5909  -4.1909  -0.205
C  2.8971  1.8651  -4.9012  -0.081
Br  2.8806  2.2406  -6.8146  -0.198
H  0.8374  2.5382  -4.7086  0.235
H  1.6703  2.2067  -3.1843  0.033
H  2.7601  0.7886  -4.8195  0.347
H  3.8836  2.1293  -4.5378  0.043
Br  2.1450  -2.1398  9.2353  -0.127
C  2.8192  -0.4676  8.5006  -0.599
C  2.6024  -0.3433  7.0243  -0.600
Br  3.8716  -1.4237  6.0263  -0.101
H  3.8672  -0.4126  8.7782  0.354
H  2.2639  0.3068  9.0265  0.379
H  2.7838  0.6816  6.7055  0.376
H  1.6100  -0.6476  6.7038  0.350
Br  5.2753  -0.5520  -12.1121  -0.152
C  5.0245  0.1073  -10.2981  -0.555
C  5.2370  1.5945  -10.2168  -0.122
Br  7.1300  2.0499  -10.2688  -0.140
H  5.7010  -0.4540  -9.6612  0.391
H  3.9966  -0.1436  -10.0430  0.327
H  4.8774  1.9780  -9.2642  -0.208
H  4.7606  2.1395  -11.0258  0.451
Br  -3.6330  -7.5713  6.3588  -0.025
C  -3.7639  -9.4827  6.6960  -0.648
C  -4.2751  -9.7588  8.0841  -0.555
Br  -2.8903  -9.4691  9.4221  -0.149
H  -2.7812  -9.9054  6.5107  0.388
H  -4.4623  -9.8577  5.9501  0.326
H  -4.5570  -10.8050  8.1860  0.349
H  -5.1164  -9.1302  8.3589  0.369
Br  8.2007  0.3708  2.6467  -0.131
C  8.8261  -0.4233  4.3104  -0.553
C  7.6924  -0.6472  5.2748  -0.589
Br  7.1323  1.0142  6.1157  -0.130
H  9.5961  0.2327  4.7041  0.375
H  9.2731  -1.3728  4.0221  0.347
H  8.0099  -1.2885  6.0948  0.351
H  6.8117  -1.0744  4.8045  0.306
Br  7.5841  6.1047  -5.5622  -0.148
C  7.8450  4.4724  -6.5906  -0.558
C  6.6369  3.5788  -6.5237  -0.343
Br  6.5339  2.6494  -4.8154  -0.127
H  8.7454  3.9998  -6.2109  0.389
H  8.0144  4.8041  -7.6133  0.346
H  6.7041  2.7916  -7.2724  0.069
H  5.7005  4.1148  -6.6489  0.389
Br  -0.6343  4.3327  4.3672  -0.162
C  0.0288  5.8962  3.4141  -0.702
C  -0.4403  5.9096  1.9844  -0.441
Br  0.5624  4.6447  0.8964  -0.030
H  1.1103  5.8878  3.5070  0.404
H  -0.3733  6.7513  3.9541  0.410
H  -0.2581  6.8815  1.5309  0.265
H  -1.4898  5.6555  1.8781  0.307
Br  2.1035  -0.4499  2.4817  -0.110
C  2.8392  1.2444  1.8711  -0.410
C  2.6470  1.4284  0.3977  -0.381
Br  3.9097  0.3447  -0.6197  -0.173
H  3.8836  1.2592  2.1695  0.408
H  2.2952  2.0084  2.4247  0.240
H  2.8564  2.4592  0.1143  0.368
H  1.6557  1.1577  0.0587  0.078